No. 1
Density functional theory data (ωB97M-V/def2-TZVPD) for 7 unconnected molecules or ions with the total composition C31H58F3O16 in a non-equilibrium geometry.

Summary:
Charge: -1
Molecular weight: 743.8 g mol⁻¹
LUMO energy: 1.74 eV
Spin multiplicity: 1
E: -2719.39908 hartree

Geometry as XYZ:
```
108
Properties=species:S:1:pos:R:3:forces:R:3
O 0.57845 1.27316 -1.26286 -1.6 1.2 0.0
C 1.41154 0.46129 -1.50912 0.3 0.1 0.2
O 1.76576 -0.41720 -0.59635 1.2 -0.4 -0.4
C 3.13633 -0.89544 -0.76802 0.4 -0.7 0.2
C 4.04730 -0.31485 0.30899 -0.1 0.1 -0.4
C 5.07370 0.54981 -0.37139 0.2 0.6 0.3
O 5.84473 -0.40993 -1.18906 0.1 -0.4 -0.1
C 6.05371 1.13998 0.64203 -0.9 -0.3 -0.1
C 5.53917 2.39112 1.42579 0.5 -0.9 -0.4
O 4.31210 2.89684 1.03521 -0.5 0.5 0.3
C 5.59915 2.11140 2.92605 0.7 1.4 -2.0
F 4.82934 1.14718 3.32212 -1.0 -1.5 0.8
F 5.30482 3.21373 3.61512 -0.7 0.9 0.9
F 6.84532 1.81744 3.27745 1.4 -0.5 0.5
H 1.86419 0.42889 -2.50434 0.5 -0.4 0.0
H 3.16615 -1.98393 -0.76799 -0.6 -0.1 0.2
H 3.49972 -0.58624 -1.73958 0.0 0.2 -0.2
H 3.39976 0.22864 0.99834 0.1 0.2 0.1
H 4.48939 -1.15377 0.89557 0.1 -0.1 0.0
H 6.78594 -0.23126 -1.09913 -0.1 0.1 0.0
H 6.96526 1.43886 0.12955 0.1 0.0 -0.1
H 6.29612 0.33445 1.36791 0.4 0.1 0.1
H 6.25264 3.19365 1.26730 0.1 0.2 0.1
H 3.62630 2.22032 1.10301 0.2 -0.1 -0.2
O 6.82264 2.88872 -2.35311 0.3 0.0 0.0
C 6.61920 2.53892 -3.47660 -0.1 0.2 -0.1
O 6.95843 1.28977 -3.86138 0.2 -0.2 0.2
C 6.56312 0.70527 -5.09390 0.0 0.0 -0.1
C 7.53730 1.03298 -6.20921 0.0 0.1 0.0
C 6.07202 3.49500 -4.51437 -0.5 -0.1 0.0
H 5.53801 0.98060 -5.34685 0.0 0.1 0.0
H 6.55977 -0.36957 -4.91671 0.0 0.0 0.1
H 7.57008 2.10457 -6.41094 -0.1 0.0 0.0
H 7.25457 0.51792 -7.12908 0.0 0.0 0.0
H 8.54606 0.72616 -5.93064 0.0 -0.1 0.0
H 6.90130 4.00191 -5.00765 0.0 0.0 0.0
H 5.46080 4.23349 -4.00157 0.1 0.0 0.1
H 5.43590 3.01921 -5.25892 0.2 0.0 -0.1
O 0.05567 -3.82364 -1.66603 -0.1 -0.2 0.0
C -0.92523 -3.26247 -1.26124 0.1 0.5 -0.2
O -2.08767 -3.95168 -1.18150 0.1 -0.5 0.2
C -3.24864 -3.44817 -0.52011 -0.2 0.2 -0.1
C -4.08535 -2.58725 -1.44310 0.2 0.2 -0.1
C -0.93447 -1.79010 -0.93604 0.2 0.0 0.5
H -2.98002 -2.92402 0.39881 0.1 0.0 0.0
H -3.81792 -4.32811 -0.22020 0.1 -0.1 -0.1
H -3.53540 -1.69965 -1.76069 0.0 0.0 0.1
H -5.00176 -2.26695 -0.94610 0.0 -0.1 0.0
H -4.35255 -3.13863 -2.34032 -0.1 -0.1 0.1
H -1.20396 -1.23345 -1.83494 -0.1 0.0 0.0
H 0.06561 -1.47856 -0.62401 -0.3 -0.3 -0.2
H -1.61220 -1.52905 -0.12488 -0.1 0.1 -0.2
O -6.52623 -3.75861 -3.08629 -0.1 -0.2 0.0
C -6.71199 -4.01474 -4.24378 0.1 0.4 -0.2
O -6.41814 -5.24925 -4.69937 -0.1 -0.3 0.3
C -6.78797 -5.72062 -5.99555 0.1 0.0 -0.3
C -5.74821 -5.36452 -7.03802 0.1 0.2 0.0
C -7.17409 -2.96170 -5.22339 -0.4 -0.1 0.0
H -7.78481 -5.37052 -6.26878 0.0 0.1 0.0
H -6.85486 -6.80396 -5.90204 0.0 0.0 0.2
H -5.65046 -4.28515 -7.15479 -0.1 0.0 0.0
H -6.01451 -5.79275 -8.00527 0.0 0.0 0.0
H -4.77121 -5.74595 -6.74178 0.0 -0.1 0.0
H -6.30329 -2.46518 -5.65107 0.0 0.0 0.0
H -7.76431 -2.22851 -4.67947 0.2 0.0 0.1
H -7.80561 -3.34962 -6.02023 0.2 0.0 -0.1
O -3.78625 -0.11577 -5.77581 0.0 0.0 0.0
C -3.41071 0.76985 -5.05098 -0.2 0.1 0.2
O -2.34233 0.57561 -4.26729 0.2 -0.2 -0.3
C -1.69239 1.62963 -3.53125 0.0 0.2 0.3
C -2.33509 1.83812 -2.18059 -0.3 0.0 0.0
C -4.17415 2.06986 -4.93692 0.2 0.3 -0.4
H -1.65259 2.54790 -4.11959 -0.1 0.0 -0.1
H -0.66504 1.30456 -3.39334 0.0 -0.1 0.0
H -3.37433 2.16156 -2.27834 0.0 0.1 0.0
H -1.79109 2.58719 -1.60823 0.1 -0.1 0.0
H -2.33821 0.90519 -1.61720 0.1 0.0 0.0
H -4.91962 1.97763 -4.14841 0.0 0.0 0.0
H -4.68099 2.25033 -5.88229 -0.1 -0.2 0.0
H -3.54178 2.93349 -4.74520 0.0 0.0 0.2
O 2.35243 1.62066 2.92162 -0.5 0.0 0.0
C 1.90171 1.26499 3.97099 0.0 0.3 0.1
O 0.87380 0.38539 3.98623 0.0 -0.3 -0.3
C 0.40968 -0.26066 5.17117 -0.1 0.1 0.1
C -0.62558 0.57278 5.89627 -0.1 0.2 0.0
C 2.38658 1.84140 5.28192 0.3 -0.3 0.1
H 1.24315 -0.53666 5.81860 0.0 0.1 0.0
H -0.04305 -1.19327 4.83578 0.1 0.0 -0.1
H -0.20665 1.51852 6.24271 0.0 0.0 0.1
H -1.01764 0.03479 6.75894 0.1 0.0 0.0
H -1.45216 0.81413 5.22493 0.0 -0.1 0.0
H 1.79267 2.72190 5.52529 0.0 0.0 0.0
H 3.42310 2.13986 5.15779 0.0 0.1 -0.2
H 2.35527 1.13567 6.11020 -0.2 0.1 0.0
O -1.76041 -0.73802 8.77020 0.0 0.1 0.1
C -2.57202 0.10512 9.03645 -0.2 -0.2 0.3
O -2.18480 1.39458 9.08350 0.2 0.0 -0.2
C -3.09559 2.49195 9.17374 -0.1 0.1 0.1
C -3.44718 2.81097 10.61213 0.0 -0.1 0.1
C -3.99307 -0.24909 9.40808 -0.2 0.0 -0.4
H -3.98037 2.31618 8.56046 0.0 -0.1 0.0
H -2.57424 3.33839 8.72910 0.1 -0.1 0.0
H -3.96765 1.98119 11.09135 -0.1 0.0 0.0
H -4.08633 3.69311 10.66245 0.0 0.0 0.0
H -2.54159 2.99996 11.18877 0.0 0.1 -0.1
H -4.05401 -0.39767 10.48546 0.0 0.1 0.0
H -4.25184 -1.17966 8.90919 0.1 -0.1 0.1
H -4.72617 0.49209 9.09668 0.0 0.1 0.2
```
Positions in Å, forces in eV/Å.

Atomic partial charges in e from the Löwdin method, atoms 1 to 8: 0.061, -0.398, -0.045, -0.163, -0.219, -0.380, -0.136, -0.145

=====

No. 2
Density functional theory data (ωB97M-V/def2-TZVPD) for 11 unconnected molecules or ions with the total composition C31H59FN4O9S6 in a non-equilibrium geometry.

Summary:
Charge: 0
Molecular weight: 843.2 g mol⁻¹
LUMO energy: 0.33 eV
Spin multiplicity: 1
E: -4601.50633 hartree
Energy relative to the best compared isomer or geometry (same formula, charge and spin): 26.30 kJ/mol

Geometry as XYZ:
```
110
Properties=species:S:1:pos:R:3:forces:R:3
C 15.26687 11.48501 11.82882 -1.9 1.4 0.2
S 16.21270 10.25806 11.17156 2.6 -0.4 -4.1
O 15.82187 10.26070 9.67073 0.6 -0.5 2.0
C 15.66378 8.76614 11.89105 -2.6 1.1 0.3
H 15.59065 12.45164 11.45762 0.5 0.0 -0.1
H 15.32165 11.48097 12.88945 -0.3 0.0 1.1
H 14.25464 11.39508 11.44234 -0.4 -0.3 0.4
H 16.13733 7.94390 11.41602 0.2 -0.6 -0.6
H 14.53847 8.78893 11.88547 1.0 -0.6 -0.2
H 15.99476 8.84431 12.89321 0.3 -0.2 1.3
C 13.20376 12.29647 17.07556 -0.8 -2.0 -1.1
S 13.05159 11.36470 15.49265 -0.2 1.3 -0.4
O 14.45712 11.12272 15.05798 0.3 -0.3 0.0
C 12.38600 9.85380 16.11752 0.2 -0.8 -0.2
H 13.73601 13.15647 16.75176 0.5 0.8 0.2
H 13.76204 11.59662 17.71047 -0.2 0.7 0.2
H 12.17016 12.50614 17.36574 0.3 0.1 0.4
H 11.38228 10.04416 16.51066 0.3 -0.1 0.2
H 13.11858 9.45963 16.82234 -0.3 -0.1 0.4
H 12.32253 9.12304 15.29103 -0.1 0.5 0.2
C 8.87738 11.77574 12.76630 0.8 0.2 0.2
S 9.96869 10.75504 11.70116 -0.8 -0.2 -0.4
O 9.83368 9.34817 12.24258 -0.1 1.0 -0.5
C 8.96053 10.92312 10.11016 1.1 -0.6 0.3
H 8.53168 12.71960 12.37726 -0.1 0.2 -0.9
H 9.46213 12.08700 13.64068 0.0 -0.5 0.0
H 8.03503 11.17132 13.03993 -0.4 -0.4 0.2
H 7.94988 10.52242 10.25956 0.1 0.5 0.2
H 9.45088 10.23675 9.37310 -0.2 0.8 0.6
H 9.06538 11.98566 9.78405 -0.3 -0.9 0.2
C 15.99176 18.99501 10.99316 -0.7 0.8 -0.1
S 14.25450 18.48854 11.15720 1.3 -0.5 0.1
O 13.90975 18.50846 12.61321 0.0 0.1 0.6
C 13.37476 19.87810 10.50539 0.3 -1.4 0.9
H 16.19242 19.10470 9.93804 0.0 0.1 -0.4
H 16.65963 18.25792 11.36929 0.2 -0.7 0.5
H 16.19947 19.92049 11.51629 -0.2 0.3 0.1
H 12.44879 19.36690 10.45835 -1.5 0.1 -0.2
H 13.67654 20.04199 9.51364 0.5 0.9 -1.2
H 13.36643 20.61700 11.27497 0.2 0.9 0.1
C 10.72487 15.45659 12.69167 0.0 0.5 1.6
S 12.01318 14.35835 12.25456 0.9 -0.6 0.1
O 11.71467 13.79456 10.89994 -0.2 -0.2 -0.2
C 13.29845 15.57920 11.93703 -0.6 0.4 0.3
H 11.20470 16.22582 13.32441 -0.4 -0.3 -0.1
H 9.98128 14.92836 13.30135 0.1 0.2 -0.3
H 10.30481 15.91827 11.83402 -0.4 0.4 -0.9
H 13.47480 16.30752 12.76674 -0.4 -0.7 -0.6
H 12.91570 16.09458 11.03155 0.6 -0.2 0.4
H 14.20452 15.00350 11.78263 0.2 0.1 -0.4
C 13.66372 11.86752 8.56288 -0.1 2.4 -1.5
S 12.06376 11.21473 8.43242 0.8 -3.3 1.6
O 11.22310 12.25373 7.90356 -2.1 2.5 -1.6
C 12.34951 10.02491 7.10304 -1.7 -1.0 0.8
H 13.55259 12.83360 9.06289 -0.3 -0.1 0.2
H 14.03394 12.13907 7.56320 0.1 -0.4 0.1
H 14.34439 11.30910 9.11848 1.0 -1.4 0.6
H 11.40308 9.51402 6.79373 0.5 0.6 0.7
H 13.01881 9.25239 7.42345 0.6 -0.3 0.3
H 12.68941 10.49786 6.24348 0.9 1.1 -1.5
C 10.51781 15.06868 8.26385 -1.3 0.7 -0.5
C 11.04933 15.25903 6.84075 1.5 0.0 0.7
O 12.13452 16.16105 7.04883 0.1 -1.1 -0.6
C 11.93597 16.81271 8.16581 1.3 3.8 1.8
O 12.61158 17.81190 8.46129 -1.7 -2.5 -0.3
O 10.90876 16.34227 8.90611 0.4 -0.9 -1.0
F 10.28234 15.89522 5.93561 -1.3 0.1 0.0
H 10.97434 14.21662 8.79861 -0.3 0.6 -0.4
H 9.39864 15.00661 8.18658 1.0 0.1 0.5
H 11.43025 14.36751 6.38938 0.1 -0.6 -0.1
N 17.45930 13.97049 13.05102 -1.6 1.1 0.4
C 16.88808 15.23028 12.91889 1.1 0.4 -1.5
C 17.14756 15.68120 11.62597 0.1 -1.1 0.6
C 17.86216 14.62862 10.99541 -0.6 0.9 -1.6
C 17.91756 13.58898 11.82090 0.6 -1.3 1.1
H 17.12446 13.45388 13.85336 0.6 -0.6 -0.4
H 16.51584 15.74243 13.76878 -0.5 0.2 0.5
H 16.77376 16.47844 11.02010 0.0 0.5 0.5
H 18.19941 14.58710 9.96700 -0.2 0.1 0.1
H 18.15964 12.59548 11.54239 0.5 -0.7 0.3
N 5.14089 15.78469 11.09992 -2.3 1.6 0.3
C 5.86492 16.89750 11.45242 0.0 0.2 1.2
C 7.16599 16.57389 11.25172 1.2 1.5 0.6
C 7.23442 15.30180 10.71486 0.7 -1.1 -1.8
C 5.95723 14.88899 10.52899 -1.4 -2.3 -0.2
H 4.12493 15.66989 11.23668 1.2 0.2 -0.4
H 5.54098 17.79616 11.97802 -0.5 -0.6 -0.3
H 7.99966 17.22444 11.48770 -0.1 -0.1 -0.1
H 8.05784 14.81946 10.21802 0.4 0.0 0.4
H 5.45764 14.02290 10.04442 1.0 0.6 0.5
N 12.55093 19.16083 15.43851 -0.3 0.5 0.0
C 12.27202 19.25004 16.79458 -0.6 0.4 0.2
C 10.95392 19.67504 16.93539 0.0 0.6 -2.1
C 10.42745 19.92989 15.58749 1.4 -0.3 0.5
C 11.45382 19.58997 14.74071 0.0 -0.1 -1.7
H 13.43703 19.13059 14.92655 -0.3 -0.4 0.7
H 13.02966 19.11353 17.56376 -0.3 -0.2 -0.4
H 10.33951 19.91921 17.77445 0.3 -0.2 0.7
H 9.53077 20.44438 15.24791 0.0 -0.5 0.4
H 11.53552 19.58222 13.62271 -0.2 0.1 1.3
N 10.31334 16.53676 16.00185 1.4 2.2 0.6
C 8.98874 16.58625 15.92191 -1.5 -1.8 -0.8
C 8.52225 15.26646 15.90686 -1.2 1.0 0.1
C 9.64571 14.46119 16.11042 1.2 -0.7 0.2
C 10.75035 15.27797 16.19251 -0.5 0.2 -0.6
H 10.88035 17.39471 16.01349 -0.3 -0.8 0.1
H 8.43526 17.47340 15.76197 -0.2 0.7 0.0
H 7.46320 15.00383 15.72896 0.9 0.0 0.4
H 9.79618 13.40405 16.19840 -0.6 -0.4 -0.1
H 11.79493 15.11934 16.17990 0.7 -0.5 0.3
```
Positions in Å, forces in eV/Å.

Atomic partial charges in e from the Löwdin method, atoms 1 to 8: -0.301, 0.836, -0.563, -0.250, 0.053, 0.024, 0.070, 0.049